Record 1
{
  "formula": "C6H6O",
  "method": "ωB97M-V/def2-TZVPD",
  "species": ["C", "C", "C", "C", "C", "C", "O", "H", "H", "H", "H", "H", "H"],
  "positions_angstrom": [[-1.655680, -2.018874, 0.369301], [-1.158418, -0.873133, 0.364227], [1.778181, -0.840946, -0.739866], [1.534117, 0.178531, 0.003491], [-0.745909, 1.767935, 0.559763], [-0.581038, 0.391846, 0.165127], [-1.154080, 1.298714, -0.751750], [-2.108266, -2.933082, 0.309543], [2.787856, -1.043932, -1.174988], [1.100898, -1.511352, -1.271151], [1.803162, 1.119398, 0.464117], [-1.636716, 1.939731, 1.166243], [0.035889, 2.525159, 0.535941]],
  "forces_ev_per_a": [[2.7, 5.9, -0.1], [-2.3, -4.2, 0.4], [2.5, -0.9, -2.2], [-5.7, 1.0, 0.4], [-2.2, 0.0, 0.2], [4.6, 0.2, -1.0], [0.7, -0.3, 0.3], [-0.8, -1.7, 0.0], [-0.3, 0.3, 0.8], [-0.6, 0.2, 0.8], [0.9, -0.6, -0.2], [0.4, 0.6, 0.1], [0.1, -0.4, 0.3]],
  "homo_ev": -8.4844,
  "homo_lumo_gap_ev": 9.478,
  "lumo_energy_ha": 0.0365
}



Record 2
{
  "formula": "C32H42BiN5O5PS2",
  "method": "ωB97M-V/def2-TZVPD",
  "species": ["Bi", "O", "C", "C", "C", "C", "C", "C", "C", "O", "N", "N", "C", "C", "C", "C", "C", "C", "C", "O", "H", "H", "H", "H", "H", "H", "H", "H", "H", "H", "N", "C", "S", "N", "N", "C", "C", "C", "C", "C", "C", "C", "O", "H", "H", "H", "H", "H", "H", "H", "C", "C", "S", "O", "C", "C", "H", "H", "H", "H", "H", "H", "H", "H", "H", "H", "C", "C", "P", "C", "C", "C", "C", "H", "H", "H", "H", "H", "H", "H", "H", "H", "H", "H", "H", "H", "H", "H"],
  "positions_angstrom": [[-0.738234, -0.581858, 0.210019], [-2.518168, 3.939262, 0.882916], [-3.059877, 3.947652, -0.351918], [-3.357591, 5.183306, -0.926241], [-3.895916, 5.247029, -2.197561], [-4.142435, 4.083534, -2.920285], [-3.849553, 2.857564, -2.349718], [-3.316314, 2.764521, -1.066335], [-2.980133, 1.440542, -0.462156], [-2.284570, 1.445015, 0.620646], [-3.390481, 0.372854, -1.097575], [-2.974556, -0.784304, -0.439999], [-3.576178, -1.862323, -0.765619], [-3.387264, -3.149433, -0.121246], [-3.410357, -4.297268, -0.917805], [-3.262332, -5.554438, -0.373468], [-3.120105, -5.670021, 1.011609], [-3.160250, -4.559774, 1.828465], [-3.308090, -3.277421, 1.281393], [-3.416436, -2.179521, 2.022013], [-2.296928, 2.981640, 1.060422], [-3.152446, 6.078626, -0.353761], [-4.117008, 6.213710, -2.634267], [-4.561680, 4.135617, -3.916568], [-4.032010, 1.934067, -2.883053], [-4.296543, -1.788508, -1.581622], [-3.518346, -4.176646, -1.990290], [-3.268627, -6.432290, -1.005880], [-2.990093, -6.649395, 1.457572], [-3.095802, -4.635103, 2.904908], [-1.194139, -0.749434, 3.572115], [-0.629589, -1.223709, 2.447158], [-4.094281, -2.290521, 3.652203], [0.402842, -2.021722, 2.478695], [0.687130, -2.265359, 1.151491], [1.450017, -3.182559, 0.721780], [1.481690, -3.433634, -0.714706], [2.566232, -4.128626, -1.254960], [2.658417, -4.410603, -2.602505], [1.611653, -4.002265, -3.435507], [0.521216, -3.335237, -2.926463], [0.409793, -3.010298, -1.555531], [-0.679216, -2.411889, -1.142787], [-2.205830, -0.633314, 3.523825], [-0.928799, -1.258587, 4.407589], [2.019981, -3.808322, 1.411033], [3.353255, -4.452475, -0.579893], [3.511963, -4.943175, -3.001796], [1.654751, -4.215540, -4.497945], [-0.293555, -3.021588, -3.566927], [4.200252, -0.977658, -3.628659], [3.516179, 0.378037, -3.633922], [2.575035, 0.763089, -2.139783], [1.640516, -0.389483, -1.962823], [3.898088, 0.599067, -0.880106], [3.941038, -0.775817, -0.232494], [4.524811, -1.234655, -4.637973], [3.506885, -1.748801, -3.289276], [5.079991, -0.984713, -2.985679], [2.749262, 0.419192, -4.409564], [4.200235, 1.216789, -3.788502], [3.652613, 1.356794, -0.134979], [4.836323, 0.891186, -1.355282], [2.930077, -1.128073, -0.030506], [4.483392, -0.718889, 0.712872], [4.418720, -1.521131, -0.863634], [-0.514468, 2.685709, 4.452056], [0.007177, 3.303028, 3.154683], [0.472760, 2.027049, 1.907018], [2.165465, 1.524657, 2.472637], [3.295671, 2.546267, 2.538938], [0.785476, 3.068824, 0.404398], [1.190485, 4.534729, 0.556149], [-0.884060, 3.460201, 5.126490], [0.267836, 2.132465, 4.975812], [-1.325848, 1.986587, 4.252434], [0.861515, 3.955573, 3.351856], [-0.772262, 3.919634, 2.698955], [2.455686, 0.683205, 1.833834], [2.000635, 1.076353, 3.458068], [3.512171, 2.972088, 1.557962], [4.214217, 2.080563, 2.904207], [3.059192, 3.372967, 3.210737], [-0.147761, 3.020669, -0.166215], [1.520547, 2.524866, -0.196348], [0.416471, 5.099203, 1.075547], [1.318371, 4.992343, -0.427493], [2.122102, 4.660304, 1.107119]],
  "forces_ev_per_a": [[-0.1, 0.1, 0.1], [0.1, 0.1, 0.0], [0.1, 0.0, 0.0], [0.0, 0.0, -0.1], [0.0, 0.0, 0.0], [0.0, 0.0, 0.0], [-0.1, 0.0, 0.0], [0.0, 0.0, 0.0], [-0.1, 0.2, -0.1], [0.1, -0.2, 0.0], [0.2, -0.1, 0.0], [-0.1, -0.1, 0.0], [-0.1, 0.1, -0.1], [0.0, -0.1, 0.0], [0.1, 0.0, 0.0], [0.0, 0.0, 0.1], [0.0, 0.0, -0.1], [0.0, 0.0, 0.0], [-0.1, 0.0, 0.1], [0.0, 0.0, 0.1], [-0.2, 0.0, 0.0], [0.0, 0.0, 0.0], [0.0, 0.0, 0.0], [0.0, 0.0, 0.0], [0.0, 0.0, 0.0], [-0.1, 0.0, 0.1], [0.0, 0.0, 0.0], [0.0, 0.0, 0.0], [0.0, 0.0, 0.0], [0.0, 0.0, 0.0], [-0.1, -0.1, -0.1], [-0.1, 0.1, 0.0], [0.1, 0.1, 0.0], [0.1, 0.0, -0.1], [0.2, 0.2, 0.1], [-0.1, -0.1, -0.1], [0.1, 0.1, 0.1], [0.0, 0.0, 0.0], [0.0, 0.0, -0.1], [0.0, 0.0, 0.0], [0.0, 0.0, 0.0], [-0.1, -0.1, 0.1], [0.1, 0.2, -0.1], [0.0, 0.0, 0.0], [-0.1, 0.0, 0.0], [0.0, 0.0, 0.0], [0.0, 0.0, 0.0], [0.0, 0.0, 0.0], [0.0, 0.0, 0.0], [0.0, 0.0, 0.0], [0.0, 0.0, 0.0], [0.1, 0.0, 0.0], [0.0, -0.1, -0.1], [0.0, 0.2, 0.2], [-0.1, 0.0, 0.0], [0.0, 0.0, 0.0], [0.0, 0.0, 0.0], [0.0, 0.0, 0.0], [0.0, 0.0, 0.0], [0.0, 0.0, 0.0], [0.0, 0.0, 0.0], [0.0, 0.0, 0.0], [0.0, 0.0, 0.0], [0.0, 0.0, 0.0], [0.0, 0.0, 0.0], [0.0, 0.0, 0.0], [0.0, 0.0, 0.0], [-0.1, -0.1, 0.1], [0.4, 0.0, -0.1], [-0.1, 0.0, 0.0], [0.0, 0.0, 0.0], [0.0, 0.0, 0.0], [0.0, 0.0, 0.0], [0.0, 0.0, 0.0], [0.0, 0.0, 0.0], [0.0, 0.0, 0.0], [0.0, 0.1, 0.0], [0.0, 0.0, 0.0], [0.0, 0.0, 0.0], [0.0, 0.0, 0.0], [0.0, 0.0, 0.0], [0.0, 0.0, 0.0], [0.0, 0.0, 0.0], [0.1, 0.0, 0.0], [0.0, 0.0, 0.0], [0.0, 0.0, 0.0], [0.0, 0.0, 0.0], [0.0, 0.0, 0.0]],
  "charge": -1,
  "homo_ev": -3.6841,
  "homo_lumo_gap_ev": 5.561,
  "lumo_energy_ha": 0.0690
}